Record 1
Formula: C7H13BrCl3MgO6
Source: OMol25
Level of theory: ωB97M-V/def2-TZVPD

frontier orbital gap = 3.051 eV
E_HOMO = -12.10 eV
E_LUMO = -0.3326 Ha
E_tot = -132798.2377 eV
net charge = +1

XYZ file:
```
31
Properties=species:S:1:pos:R:3:forces:R:3:nbo_charge:R:1
Mg 2.897 -0.868 -4.126 -1.54 1.35 1.06 1.3682
Br 0.656 1.120 -2.560 1.54 -1.37 -1.06 -0.3654
C -4.081 3.958 -1.859 -0.60 0.19 -0.15 -0.2522
Cl -5.106 2.494 -1.807 0.38 0.45 -0.12 0.0126
Cl -4.512 5.026 -0.482 0.32 -0.38 -0.80 0.0218
Cl -4.265 4.799 -3.463 0.18 -0.51 1.17 0.0001
H -3.046 3.637 -1.746 -0.27 0.25 -0.09 0.2156
C 4.813 5.230 5.890 -1.16 -1.10 0.48 -0.2605
O 4.635 5.245 4.480 0.03 -0.20 -1.89 -0.4993
C 4.705 4.085 3.789 0.70 -3.12 3.52 0.9869
O 5.050 2.985 4.263 -0.25 2.58 -0.65 -0.6695
O 4.235 4.181 2.586 -0.28 1.75 -1.44 -0.4856
C 4.474 3.140 1.669 0.36 -0.82 -0.82 -0.2541
H 4.545 4.226 6.220 0.83 -0.18 0.23 0.2093
H 3.992 5.799 6.326 0.35 0.67 -0.23 0.1956
H 5.795 5.576 6.211 -0.14 -0.15 -0.21 0.1988
H 5.330 2.513 1.916 -0.22 0.05 0.53 0.2110
H 4.718 3.549 0.688 -0.21 0.55 0.14 0.1834
H 3.583 2.526 1.536 -0.01 -0.02 0.33 0.1836
C -3.954 -7.856 -3.381 0.97 0.15 0.27 -0.2657
O -3.200 -7.051 -2.368 -1.94 -0.05 -0.84 -0.4893
C -3.393 -5.739 -2.401 -1.32 2.69 -1.14 0.9826
O -4.191 -5.056 -3.091 2.45 -2.36 1.93 -0.6581
O -2.512 -5.218 -1.515 0.60 0.15 -0.21 -0.5162
C -2.252 -3.789 -1.462 -1.23 -0.53 -0.82 -0.2534
H -4.866 -7.483 -3.845 0.31 1.04 0.46 0.2194
H -4.274 -8.783 -2.903 0.70 0.00 0.08 0.2060
H -3.163 -7.947 -4.126 -0.51 -0.72 -0.25 0.1946
H -1.412 -3.613 -0.790 -0.48 -0.25 0.24 0.1958
H -3.203 -3.317 -1.214 0.33 0.28 0.55 0.2086
H -1.999 -3.369 -2.436 0.12 -0.38 -0.27 0.1754
```
Positions in Å, forces in eV/Å.


Record 2
Formula: C38H34N6O2PtS2
Source: OMol25
Level of theory: ωB97M-V/def2-TZVPD

frontier orbital gap = 5.670 eV
E_HOMO = -6.41 eV
E_LUMO = -0.0273 Ha
E_tot = -77912.8603 eV
ΔE to the lowest compared entry with this formula, charge and spin = 27.9 kcal/mol
net charge = 0

XYZ file:
```
83
Properties=species:S:1:pos:R:3:forces:R:3:lowdin_charge:R:1
Pt 0.125 -0.170 0.034 -0.25 0.39 0.51 0.6550
C 8.796 -0.276 10.597 0.01 -0.01 0.12 -0.0789
O 9.133 -0.273 9.224 0.07 -0.01 -0.02 -0.0737
C 8.124 -0.235 8.325 -0.12 0.00 -0.15 -0.2818
C 6.772 -0.200 8.654 0.00 0.00 0.15 -0.0072
C 5.822 -0.143 7.649 -0.06 0.00 -0.26 -0.0120
C 6.189 -0.120 6.306 0.21 -0.05 0.21 -0.1578
C 7.549 -0.173 5.989 -0.12 0.00 0.04 -0.0247
C 8.502 -0.230 6.982 0.13 -0.01 0.05 0.0028
C 5.151 -0.014 5.287 -0.23 0.11 -0.20 -0.2584
N 3.871 0.157 5.526 -0.02 -0.03 0.24 0.1896
C 3.270 0.253 4.304 0.50 -0.12 -0.43 -0.1640
C 4.211 0.140 3.294 -0.38 0.06 0.38 -0.1251
N 5.407 -0.028 3.941 0.13 -0.06 0.01 0.1823
C 3.901 0.240 1.909 -0.12 0.18 -0.15 -0.0635
C 4.823 0.177 0.855 -0.25 0.01 -0.15 0.0213
C 4.379 0.350 -0.439 0.36 0.12 0.28 -0.0246
C 3.025 0.559 -0.667 -0.24 0.18 -0.12 -0.1433
N 2.134 0.583 0.313 -0.30 -1.42 -0.08 -0.0509
C 2.542 0.440 1.594 0.27 0.18 -0.08 -0.1353
C 1.537 0.519 2.633 -0.19 -0.04 0.39 -0.1418
N 0.256 0.668 2.236 -0.12 0.24 -0.09 0.0295
C -0.693 0.744 3.144 -0.06 0.01 0.02 -0.1153
C -0.435 0.658 4.517 0.14 -0.02 0.07 -0.0288
C 0.860 0.495 4.946 -0.11 0.04 -0.02 0.0128
C 1.885 0.431 3.994 -0.11 0.00 -0.29 -0.0689
H 9.739 -0.307 11.135 -0.02 -0.01 0.00 0.0933
H 8.203 -1.155 10.860 0.00 0.01 -0.01 0.0965
H 8.252 0.630 10.879 -0.01 -0.01 -0.03 0.0967
H 6.444 -0.215 9.683 0.03 0.01 -0.02 0.1053
H 4.768 -0.108 7.887 0.00 0.01 0.06 0.1141
H 7.885 -0.162 4.960 0.01 0.02 -0.01 0.1048
H 9.557 -0.266 6.748 0.00 0.01 -0.02 0.1219
H 6.295 -0.196 3.506 0.04 0.02 0.05 0.1473
H 5.871 0.000 1.057 0.02 -0.01 -0.03 0.1162
H 5.069 0.316 -1.269 -0.04 0.02 -0.04 0.1143
H 2.635 0.717 -1.665 -0.06 -0.21 0.00 0.1273
H -1.704 0.869 2.773 0.01 -0.05 -0.04 0.0994
H -1.255 0.712 5.220 -0.01 0.02 0.00 0.1086
H 1.104 0.408 5.996 0.03 0.02 0.00 0.1195
C -4.986 3.153 1.129 -0.01 -0.17 -0.12 -0.0782
C -4.988 2.384 -0.193 0.12 0.16 0.13 -0.2013
N -4.305 1.090 -0.128 0.16 0.04 -0.07 -0.1333
C -5.125 -0.110 -0.146 -0.13 -0.18 0.24 -0.2664
C -5.610 -0.537 1.238 0.01 0.03 -0.13 -0.0729
C -2.950 1.041 -0.119 0.24 0.16 -0.32 -0.6756
S -2.253 -0.543 0.084 1.44 -0.60 -0.07 0.6723
N -2.320 2.195 -0.191 -0.43 0.25 0.30 0.1004
C -1.062 2.419 -0.587 0.02 -0.41 -0.25 -0.4848
O -0.364 1.654 -1.285 -0.17 0.79 -0.01 -0.1028
C -0.518 3.757 -0.204 0.11 0.11 -0.03 -0.1370
C 0.861 3.932 -0.125 -0.07 0.02 0.00 -0.0241
C 1.395 5.168 0.198 0.06 -0.04 0.01 -0.0817
C 0.557 6.252 0.425 0.02 0.00 -0.01 -0.0927
C -0.817 6.083 0.348 -0.06 0.03 0.02 -0.0832
C -1.354 4.842 0.042 0.01 -0.01 0.03 -0.0272
H -5.405 4.148 0.974 -0.02 0.00 0.03 0.0735
H -3.968 3.257 1.492 0.09 0.06 0.04 0.0564
H -5.580 2.641 1.887 0.00 0.01 -0.01 0.0607
H -4.511 2.990 -0.965 -0.05 -0.04 -0.01 0.1120
H -6.017 2.188 -0.492 0.04 -0.04 -0.10 0.1135
H -4.542 -0.916 -0.588 -0.11 0.02 -0.09 0.0623
H -5.979 0.080 -0.799 0.04 0.05 -0.02 0.1151
H -4.779 -0.927 1.824 0.00 0.04 0.05 0.0610
H -6.362 -1.321 1.138 0.01 -0.04 0.04 0.0744
H -6.060 0.301 1.771 -0.02 -0.02 0.01 0.0620
H 1.506 3.087 -0.316 0.01 -0.05 -0.05 0.0915
H 2.469 5.284 0.267 0.00 0.04 -0.01 0.1000
H 0.976 7.224 0.652 -0.01 -0.01 0.04 0.0994
H -1.481 6.920 0.525 0.03 0.02 -0.01 0.1006
H -2.425 4.711 -0.025 -0.02 -0.06 0.01 0.0998
S 1.125 -2.103 -0.839 -0.28 0.37 -0.14 0.5374
C 0.104 -3.497 -0.515 0.00 0.05 0.11 -0.6936
C -0.482 -3.698 0.735 -0.06 -0.12 -0.08 -0.1525
C -1.192 -4.860 0.989 -0.08 0.05 0.05 -0.1003
C -1.347 -5.821 0.000 0.00 -0.11 -0.02 -0.1118
C -0.788 -5.612 -1.253 -0.02 0.00 0.00 -0.1020
C -0.064 -4.459 -1.511 -0.02 -0.02 0.09 -0.1327
H -0.372 -2.935 1.495 0.04 -0.01 0.02 0.0785
H -1.631 -5.019 1.966 -0.01 0.02 0.01 0.0975
H -1.897 -6.731 0.204 -0.04 0.02 0.00 0.0934
H -0.929 -6.345 -2.038 0.04 -0.03 0.01 0.0973
H 0.380 -4.294 -2.484 -0.02 0.03 -0.02 0.0927
```
Positions in Å, forces in eV/Å.


Record 3
Formula: C5H13NO2
Source: OMol25
Level of theory: ωB97M-V/def2-TZVPD

SMILES = C=C/C=C(/C)N.O.O
frontier orbital gap = 9.240 eV
E_HOMO = -8.46 eV
E_LUMO = 0.0287 Ha
E_tot = -10979.5052 eV
ΔE to the lowest compared entry with this formula, charge and spin = 54.7 kcal/mol
net charge = 0

XYZ file:
```
21
Properties=species:S:1:pos:R:3:forces:R:3:nbo_charge:R:1
C -0.085 -0.678 -2.140 -0.02 -0.84 1.08 -0.4222
C 0.533 -1.416 -1.194 -0.93 1.33 -1.22 -0.1935
C -0.091 -1.550 0.137 1.10 0.21 -0.37 -0.2920
C -0.792 -0.621 0.801 -0.93 -0.23 0.43 0.2127
C -1.341 -0.914 2.162 0.04 -0.24 0.41 -0.6378
N -1.108 0.724 0.432 1.11 0.15 -0.11 -0.8855
H 0.270 -0.501 -3.145 0.05 -0.25 -0.02 0.1869
H -1.050 -0.303 -1.830 -0.09 0.31 -0.57 0.1900
H 1.474 -1.862 -1.487 0.14 -0.32 0.58 0.2082
H 0.186 -2.448 0.669 -0.23 -0.11 0.22 0.2131
H -1.181 -1.938 2.495 0.01 -0.05 -0.15 0.2122
H -2.403 -0.691 2.237 -0.24 -0.03 -0.24 0.2119
H -0.881 -0.254 2.891 0.22 0.10 0.10 0.2236
H -2.001 0.891 -0.012 0.03 -0.22 0.14 0.3800
H -0.357 1.136 -0.116 -0.28 -0.09 -0.28 0.3887
O 1.147 2.013 -2.806 0.71 -0.06 0.08 -0.9213
H 1.528 1.132 -2.877 0.49 0.08 0.28 0.4674
H 0.275 1.817 -3.111 -1.12 0.26 -0.28 0.4594
O 1.340 1.230 2.520 -0.45 -0.45 -0.07 -0.9454
H 0.446 1.494 2.266 0.04 -0.07 -0.08 0.4763
H 1.815 2.046 2.621 0.35 0.54 0.08 0.4673
```
Positions in Å, forces in eV/Å.


The highest E_LUMO belongs to which entry?
C5H13NO2


The lowest E_tot belongs to which entry?
C7H13BrCl3MgO6


Which formula does entry 2 have?
C38H34N6O2PtS2


What is the formula in the third record?
C5H13NO2